The following is a quantum chemistry calculation of a 2-piece molecular cluster, C2H4N2S2 overall, from the Open Molecules 2025 dataset.

* multiplicity: 1
* electronic energy: -26785.67585 eV
* HOMO-LUMO gap (alpha / beta): 7.1 / 8.0 eV
* LUMO level (alpha / beta): -0.21 / -0.50 eV
* energy relative to the best compared isomer or geometry (same formula, charge and spin): 418.6 kJ/mol
* net charge: 0

```
10
Properties=species:S:1:pos:R:3:mulliken_charge:R:1
H 0.5404 -2.8736 -0.7856 0.280
C 0.4023 -1.7484 -0.4526 -0.219
S 0.8448 0.8588 0.4894 0.233
N -0.1094 -0.1980 1.2081 -0.397
H -0.8537 -1.9217 1.3218 0.473
N -0.4310 2.4760 -0.7485 -0.632
C -0.2252 -1.4288 0.6976 -0.144
H -0.3238 3.2117 -0.1182 0.231
H -1.3467 2.1670 -0.6659 0.226
S 1.5022 -0.5431 -0.9461 -0.051
```


The following is a quantum chemistry calculation of one molecule with the formula C6H12, from the Open Molecules 2025 dataset.

* multiplicity: 1
* electronic energy: -6416.80180 eV
* HOMO-LUMO gap: 12.2 eV
* LUMO level: 1.19 eV
* energy relative to the best compared isomer or geometry (same formula, charge and spin): 13.4 kJ/mol
* net charge: 0

```
18
Properties=species:S:1:pos:R:3:mulliken_charge:R:1
C 0.2830 -1.3122 0.8166 -0.632
H 1.3667 -1.3459 0.6278 0.271
H -1.1039 0.0194 1.8211 0.306
H -1.4611 -2.0078 -0.2903 0.266
H 0.5802 0.5453 1.9648 0.362
H -1.7298 0.0156 -1.4298 0.275
C -0.3144 0.9140 -0.0062 0.497
H 0.0575 -2.0764 1.5687 0.348
C 0.9542 1.6927 -0.3641 -1.617
C -0.6971 -0.1255 -1.0964 -0.842
H 1.8040 1.0152 -0.5131 0.344
H -0.0728 0.0063 -1.9861 0.312
H 0.0491 -2.2000 -1.1768 0.298
C -0.1462 0.0858 1.2833 -0.786
H -1.1197 1.6473 0.1277 0.349
H 1.2188 2.3942 0.4367 0.391
H 0.8233 2.2669 -1.2906 0.381
C -0.4919 -1.5351 -0.4933 -0.524
```


The following is a quantum chemistry calculation of a 2-piece molecular cluster, C3H10N2 overall, from the Open Molecules 2025 dataset.

* multiplicity: 2
* electronic energy: -6250.22227 eV
* HOMO-LUMO gap (alpha / beta): 1.5 / 8.3 eV
* LUMO level (alpha / beta): 3.07 / 3.06 eV
* energy relative to the best compared isomer or geometry (same formula, charge and spin): 171.9 kJ/mol
* net charge: -1

```
15
Properties=species:S:1:pos:R:3:mulliken_charge:R:1
H 3.9790 -1.2520 -1.1116 0.798
N -7.2162 1.5178 -0.3068 -0.469
H 4.1669 0.5524 0.5595 0.525
C -6.1281 1.0656 -0.7636 -0.587
H 2.7062 1.4449 0.6854 1.230
N 2.4263 -0.6176 0.2107 0.073
C 3.4070 -1.6217 -0.2637 -2.844
H -5.7482 1.4496 -1.6991 0.379
C 3.1499 0.4740 0.9261 -3.025
H -5.5618 0.2902 -0.2576 0.294
H 4.1313 -1.8112 0.5278 0.369
H 3.0961 0.2197 1.9894 0.579
H -7.4292 1.0748 0.5892 0.276
H 2.9095 -2.5841 -0.4243 0.965
H 2.1114 -0.2023 -0.6615 0.436
```


The following is a quantum chemistry calculation of an isolated ion of composition C49H77N16O6 and charge +1, from the Open Molecules 2025 dataset.

* multiplicity: 1
* electronic energy: -88185.48567 eV
* HOMO-LUMO gap: 8.5 eV
* LUMO level: -1.33 eV
* energy relative to the best compared isomer or geometry (same formula, charge and spin): 0.0 kJ/mol
* net charge: +1

```
148
Properties=species:S:1:pos:R:3:mulliken_charge:R:1
H 0.2699 2.9488 -5.7586 0.444
H -0.7956 4.4481 0.2643 0.205
H -5.8158 -1.2833 3.4201 0.592
C -0.3699 -2.6260 4.4717 -0.472
H -1.9050 0.7856 -4.1735 0.373
H -4.6479 3.0544 3.1563 0.116
H -0.1808 0.3875 -4.2103 0.196
H -6.0597 0.8404 4.6598 0.394
C 1.4330 1.1211 0.7610 1.211
C 0.9363 2.7506 -4.9723 -0.328
N -1.2588 -1.1255 1.3265 -1.133
H 3.0287 -3.8831 -6.1252 0.563
H 5.0282 0.3277 1.0458 0.418
C -5.0522 -0.7139 2.8811 -0.326
H -3.0777 -2.8376 5.3653 0.413
C -2.4568 -2.0638 5.8092 -1.757
H -0.1206 -4.5665 3.5863 0.430
H 0.0632 -2.9744 5.4109 0.608
H -0.7636 1.7488 -2.2277 0.619
C -2.9790 0.1961 3.9429 -0.819
C 0.5363 -2.9736 -6.5798 -1.685
H 3.4639 2.8769 0.4895 -1.231
N -5.0938 1.5146 1.8734 -0.075
O 0.8018 4.3562 2.3276 -0.492
C -2.1346 -1.0296 3.5573 -1.400
H 0.1693 6.5363 0.7138 0.231
C 0.7383 -2.0395 -4.2830 -1.013
C -3.9729 1.7662 1.1671 0.289
C 2.8755 -3.1458 0.1191 -0.263
H 1.4405 2.7320 -0.5844 -0.352
H 4.9572 1.9206 2.9718 0.421
H 1.4086 6.2595 2.8812 0.556
H 0.8765 -3.7387 -7.2719 0.437
C 1.6917 -3.6144 0.9962 0.039
H -6.3687 2.5912 3.1163 0.416
C 3.7762 2.0789 1.1692 2.017
N -2.1798 0.4233 -1.5036 0.208
O 1.3540 5.3215 -0.3668 -0.394
H 0.7305 -7.6482 -1.1201 0.464
C -0.9073 -3.8252 3.6968 -1.191
C 2.6357 5.3343 -0.9675 -0.504
H -2.7206 -1.8381 3.1226 1.362
H 0.8945 -1.0663 -4.7498 0.971
N -3.6287 0.9070 0.2088 -0.148
C 0.4240 -6.6419 -0.8832 -1.100
O -1.1786 -3.3980 -3.7915 -0.601
H 2.8167 0.5116 2.2883 0.865
O 2.4859 3.1323 -1.9117 -0.703
N 3.7408 -2.2982 0.9179 -0.656
C -0.9598 0.6769 -2.2360 0.052
H -0.7337 -3.0679 -0.0653 -0.210
H 2.5013 1.2343 -2.6219 -0.969
H 0.7412 -1.9983 -7.0149 0.404
C -1.1142 0.2074 -3.6834 -1.385
N -0.3502 -0.5770 0.6093 1.431
C 1.7469 -3.0591 -2.2249 -0.935
C 1.7100 2.4886 -4.0969 -0.424
N 1.8312 -0.8854 -2.4661 -0.602
C -0.2345 0.3142 2.6200 -0.784
H 4.5819 -2.0690 0.4001 0.457
O -2.4240 1.1739 4.4108 -0.711
H -2.1053 -4.4939 -1.5335 0.242
C -0.7573 -6.1544 -1.4373 0.604
N -1.2093 -0.6115 2.5429 2.332
N -1.7729 2.3048 -0.2437 -0.258
H -2.1883 -6.4642 -2.6654 0.310
N 2.3761 -1.1529 -1.3245 -0.142
H 1.1379 -2.7337 1.3240 -1.345
H 3.3929 4.9315 -0.2817 0.242
C -0.7438 -2.2708 -3.9166 -0.322
H -1.2320 -3.5451 2.6976 0.061
H 0.4404 -2.1708 3.8963 0.115
H -3.1021 -1.2516 6.1360 0.384
C 2.7653 -3.1368 -5.3741 -0.448
O -1.4579 -6.9593 -2.2748 -0.617
H -1.7355 -4.2933 4.2209 0.464
H 2.9154 6.3629 -1.2298 0.561
H -4.5770 1.7238 5.0976 0.432
H 3.2182 -3.4560 -4.4324 0.166
N -1.5860 4.2922 0.8733 -0.011
C -5.7117 0.2151 1.8222 -0.965
C -1.4143 -1.5536 4.8169 0.254
H -0.1249 0.1416 -1.7692 -0.112
C -5.3416 2.2165 3.1115 -0.528
N 1.4467 -2.0217 -3.0278 1.860
H -5.5805 -0.1922 0.8214 0.472
C -2.2539 3.1306 0.7003 0.155
H -4.3864 -1.4093 2.3772 0.126
H -0.6663 3.4925 3.3747 0.014
H -6.7767 0.3441 2.0278 0.273
H 1.8516 7.0838 0.6104 0.664
C 0.7925 -4.5332 0.2256 -0.526
H 0.8892 3.1209 0.9601 -0.006
H 0.9316 -4.1063 -4.8168 0.238
H 2.1120 -4.1096 1.8718 0.951
C -2.7237 -0.9143 -1.6192 0.692
H 4.4373 -1.9110 -5.9376 0.429
H 3.5343 4.6729 -2.8000 0.408
H 3.4511 -4.0298 -0.1804 0.811
C 4.6287 2.6917 2.2792 -1.741
H -0.0324 0.8626 3.5135 0.679
N 0.8738 2.3956 0.2181 3.283
H 2.9299 -1.4251 -6.6989 0.296
H 4.0668 3.4346 2.8424 0.369
H -3.1007 -2.3896 -3.1529 0.506
C -2.5379 1.2192 -0.4875 0.133
H 2.5932 5.2144 2.0640 0.170
H 3.2293 -1.0455 -4.9982 0.062
H 1.8320 0.5336 -0.0753 -0.973
H -3.5404 -0.7277 -3.6233 0.366
H 5.5117 3.1706 1.8634 0.399
N -1.5113 -1.1788 -3.7079 0.262
H 2.1089 2.1046 2.5370 0.749
H 2.1067 -6.2184 0.3524 0.487
C -2.8126 -1.3407 -3.0846 -1.641
C 1.5465 5.5338 2.0733 -0.592
H 1.7564 4.8145 -2.8665 0.412
H -1.9628 -2.4782 6.6836 0.460
H 5.4260 1.5782 -0.1258 0.477
C 2.5254 1.4335 1.7816 -1.834
H -0.5390 -3.0782 -6.4595 0.372
H 3.2581 -1.4286 1.1156 -0.113
C 1.1859 -5.8356 -0.0628 -0.568
C 1.2364 -3.1403 -5.2322 0.372
H -3.7076 -0.9154 -1.1526 0.354
C 0.3213 0.3254 1.3553 -1.534
H -2.0703 -1.6091 -1.0792 -0.531
C -5.1132 1.2355 4.2845 -0.727
H 3.6736 2.3385 -3.4115 0.579
N -4.3210 0.1072 3.8237 0.121
C -0.4067 -4.0705 -0.2986 1.079
H -0.8924 -0.7083 5.2793 0.448
H 4.0062 0.5655 -0.3766 0.152
C -1.5876 4.9947 2.1295 -1.227
C 2.6039 4.5025 -2.2436 -0.925
C 3.3687 -1.7939 -5.7760 -1.029
C 1.2092 6.2039 0.7302 -0.803
C -1.1818 -4.8707 -1.1170 -0.164
H -2.5319 4.7836 2.6303 0.508
H -1.5154 6.0690 1.9468 0.329
N -3.3213 2.9020 1.4413 -0.300
C 4.6047 1.0723 0.3759 -1.501
C 2.3517 -2.4843 -1.1212 -0.172
C 2.6509 2.2461 -3.0170 0.790
H -0.3077 5.1612 3.8823 0.663
C -0.4308 4.4991 3.0186 -0.362
H 1.5197 -4.0734 -2.4666 0.814
H -0.1512 2.2824 -0.0982 -0.473
```


The following is a quantum chemistry calculation of an isolated ion of composition C7H13BNO3 and charge +1, from the Open Molecules 2025 dataset.

* multiplicity: 1
* electronic energy: -15772.03538 eV
* HOMO-LUMO gap: 8.4 eV
* LUMO level: -3.61 eV
* energy relative to the best compared isomer or geometry (same formula, charge and spin): 95.7 kJ/mol
* net charge: +1

```
25
Properties=species:S:1:pos:R:3:mulliken_charge:R:1
H 2.4762 0.7309 -1.1719 0.490
H -0.5803 -1.2680 -3.5277 0.306
H -0.4381 -0.8093 1.1971 0.420
C 1.7546 0.6312 -0.4122 -0.898
H -0.3747 -2.3617 -2.1673 0.416
H 1.3417 -2.7988 1.5845 0.339
C -0.6712 1.2281 1.2207 0.653
O 2.0796 -2.3314 -0.8908 -0.492
H 2.7629 -2.8412 -0.4907 0.287
H 0.8085 2.5270 2.2871 0.322
H -1.6094 3.0198 2.0942 0.381
C 0.0123 -1.5903 -2.6918 -0.868
H -2.1258 2.2682 0.3629 0.343
O 0.3461 -0.3548 -2.0575 -0.348
H -1.7552 -0.2676 0.3525 0.256
H 2.6228 1.9912 1.0509 0.418
B 1.2079 -1.7467 -0.0589 0.491
C -1.8016 2.1715 1.4299 -1.265
C 0.7950 -0.3758 -0.7907 0.935
C 0.5889 1.7557 1.5137 -0.780
N -0.8221 -0.0263 0.6029 -0.327
O 0.7722 -2.1122 1.0986 -0.534
C 1.7366 1.4367 0.7171 -0.265
H 0.9302 -1.9852 -3.1236 0.352
H -2.6947 1.6200 1.7630 0.366
```


The following is a quantum chemistry calculation of C3H3BrClF3 as an isolated structure, from the Open Molecules 2025 dataset.

* multiplicity: 3
* electronic energy: -93870.79697 eV
* HOMO-LUMO gap (alpha / beta): 5.9 / 7.6 eV
* LUMO level (alpha / beta): 0.35 / -3.67 eV
* energy relative to the best compared isomer or geometry (same formula, charge and spin): 39.2 kJ/mol
* net charge: 0

```
11
Properties=species:S:1:pos:R:3:mulliken_charge:R:1
F 2.7802 0.6340 -2.8979 -0.188
C -0.1404 -0.0311 -0.0860 -1.202
H 0.3560 -0.9395 0.0174 0.453
Br 0.1596 -1.0335 -3.0496 0.015
H -1.2006 0.1081 -0.3705 0.408
F 2.6218 -0.5669 -1.1938 -0.228
Cl -0.2791 1.9489 -2.2370 -0.066
C 2.1272 0.5342 -1.7712 0.802
C 0.5846 0.4055 -1.8585 -0.102
F 2.4496 1.5705 -0.9463 -0.229
H 0.2582 0.8401 0.4229 0.337
```


The following is a quantum chemistry calculation of an isolated ion of composition C6H11N and charge +1, from the Open Molecules 2025 dataset.

* multiplicity: 2
* electronic energy: -7881.35298 eV
* HOMO-LUMO gap (alpha / beta): 10.0 / 6.7 eV
* LUMO level (alpha / beta): -3.61 / -6.90 eV
* energy relative to the best compared isomer or geometry (same formula, charge and spin): 89.8 kJ/mol
* net charge: +1

```
18
Properties=species:S:1:pos:R:3:mulliken_charge:R:1
H -3.4877 -1.9071 0.0103 0.327
H 1.9642 1.6938 -0.6162 0.356
H -1.0701 0.4471 1.1069 0.435
H 1.8015 -1.1903 0.2468 0.291
H -3.1886 -0.9067 1.3752 0.360
H 4.3811 0.8499 -0.1720 0.324
C 2.2533 0.7790 -0.1063 0.057
C 0.0230 -0.2257 -0.5787 -0.469
C 1.3754 -0.2304 -0.0550 -0.450
C -1.1531 0.0389 0.1036 0.353
H 3.6818 1.5950 1.2633 0.312
H -2.3939 -0.4370 -1.4150 0.290
C 3.5774 0.7672 0.5642 -1.142
C -3.4483 -0.8609 0.3224 -0.783
H -0.1494 -0.3950 -1.6468 0.286
N -2.3468 -0.2172 -0.4253 -0.144
H 3.7147 -0.1972 1.0584 0.313
H -4.3495 -0.3012 0.0928 0.284
```


Calculated M, 120.2 84.2 74.1 986.3 170.0 211.4 97.2 g/mol (same order as the records).